# C3H9BO

2 unconnected molecules or ions with the total composition C3H9BO at a distorted geometry (ωB97M-V with the def2-TZVPD basis set, OMol25).

Values from the calculation:
HOMO energy, eV: -12.0
E_LUMO, eV: 0.51
Relative energy (zero: lowest compared OMol25 entry of this formula, charge and spin), kJ/mol: 10.6
SMILES: CCB=O.C

Last column: natural (NBO) charge in e.
Atoms and positions in Å:
C: 0.00 -2.81 -0.72  -0.5702
C: -0.74 -2.00 0.37  -0.8330
B: 0.00 -0.69 0.67  1.0848
O: 0.76 0.17 1.07  -0.8133
H: -0.42 -3.83 -0.75  0.2081
H: -0.10 -2.35 -1.66  0.2092
H: 0.96 -2.87 -0.38  0.2073
H: -1.78 -1.97 0.14  0.2515
H: -0.74 -2.60 1.29  0.2558
C: 0.38 3.73 0.04  -0.8616
H: -0.35 3.10 0.54  0.2250
H: 1.18 4.21 0.60  0.2180
H: -0.02 4.67 -0.36  0.2063
H: 0.87 3.23 -0.86  0.2120

=====

# C3H9BO

A single C3H9BO molecule at a distorted geometry (ωB97M-V with the def2-TZVPD basis set, OMol25).

Values from the calculation:
HOMO energy, eV: -9.7
E_LUMO, eV: 0.57
Relative energy (zero: lowest compared OMol25 entry of this formula, charge and spin), kJ/mol: 274.4
SMILES: CB(C)CO

Last column: natural (NBO) charge in e.
Atoms and positions in Å:
C: 0.01 1.46 0.46  -1.0324
B: 0.09 -0.10 0.08  0.8662
C: 1.89 -0.81 -0.21  -0.8980
C: -1.27 -0.93 -0.15  -0.4629
O: -2.37 -0.03 -0.02  -0.7347
H: -1.05 1.81 0.29  0.2072
H: 0.66 2.03 -0.18  0.2472
H: 0.49 1.57 1.46  0.2645
H: 2.26 -0.86 -1.27  0.2254
H: 1.84 -1.82 0.09  0.2135
H: 2.43 -0.14 0.36  0.2058
H: -1.33 -1.34 -1.19  0.2097
H: -1.45 -1.71 0.67  0.2280
H: -2.21 0.87 -0.39  0.4603

=====

# C3H9BO2

A molecular structure, C3H9BO2 at a distorted geometry (ωB97M-V with the def2-TZVPD basis set, OMol25).

Values from the calculation:
Spin multiplicity: 3
HOMO energy (alpha / beta), eV: -4.2 / -11.0
E_LUMO (alpha / beta), eV: 0.81 / -3.38
Relative energy (zero: lowest compared OMol25 entry of this formula, charge and spin), kJ/mol: 146.9

Last column: natural (NBO) charge in e.
Atoms and positions in Å:
B: 2.29 0.65 0.06  0.4093
C: -2.17 -0.56 -0.19  -0.5959
C: -0.62 -0.43 0.14  -0.4329
C: -0.23 0.99 0.00  -0.0416
O: 2.38 -1.27 -0.14  -0.3483
O: 1.14 1.13 0.12  -0.7138
H: 3.30 1.41 0.30  -0.1028
H: -2.59 0.12 0.51  0.1945
H: -2.46 -0.13 -1.08  0.2045
H: -2.63 -1.65 -0.07  0.2156
H: -0.11 -1.05 -0.58  0.2144
H: -0.48 -0.84 1.08  0.2080
H: -0.40 1.53 -0.96  0.1996
H: -0.71 1.56 0.81  0.1813
H: 3.28 -1.47 0.00  0.4080

=====

# C3H9BS3

A single C3H9BS3 molecule at a distorted geometry (ωB97M-V with the def2-TZVPD basis set, OMol25).

Values from the calculation:
HOMO energy, eV: -8.8
E_LUMO, eV: 0.57
Relative energy (zero: lowest compared OMol25 entry of this formula, charge and spin), kJ/mol: 7.6
SMILES: CSB(SC)SC

Last column: natural (NBO) charge in e.
Atoms and positions in Å:
C: 2.92 -0.90 -0.42  -0.7066
S: 1.70 0.23 0.40  0.0506
B: 0.00 -0.13 -0.06  -0.0596
S: -0.38 -1.31 -1.40  0.0683
C: -2.24 -1.27 -1.35  -0.7161
S: -1.29 0.69 0.90  0.0366
C: -0.65 2.23 1.69  -0.6873
H: 3.74 -0.31 -0.18  0.2193
H: 2.93 -1.00 -1.53  0.2273
H: 2.98 -1.87 0.02  0.2220
H: -2.64 -1.49 -0.32  0.2242
H: -2.60 -1.99 -2.10  0.2309
H: -2.59 -0.29 -1.47  0.2226
H: -1.30 3.00 1.44  0.2203
H: 0.34 2.46 1.64  0.2260
H: -0.92 1.97 2.74  0.2214